Version w
C5H8S2 | ωB97M-V with the def2-TZVPD basis set

## Properties
E_HOMO = -8.5415 eV
gap between HOMO and LUMO = 8.2049 eV

Each line ends with the Mulliken charge.
Element x y z (Å)
C -1.9465 2.7728 1.3175  -1.1346
C -0.9051 1.8074 0.8249  0.0821
C -1.2016 0.5707 0.3798  -0.3422
C -0.1988 -0.4163 -0.0948  0.2021
S -0.6091 -1.9885 -0.2704  -0.2733
S 1.3879 0.2376 -0.4554  -0.0045
C 2.3472 -1.2304 -0.9105  -0.9886
H -1.9424 3.7287 0.7046  0.2801
H -1.6916 3.0889 2.3240  0.3092
H -2.9413 2.3506 1.1959  0.3103
H 0.1790 2.1157 0.8587  0.2379
H -2.2009 0.1882 0.3226  0.2888
H 2.3227 -1.8657 -0.0467  0.3305
H 3.3271 -0.8878 -1.0818  0.3748
H 1.9163 -1.7301 -1.7657  0.3273


Version x
C5H8S2 | ωB97M-V with the def2-TZVPD basis set

## Properties
E_HOMO = -8.5544 eV
gap between HOMO and LUMO = 8.3187 eV

Each line ends with the Mulliken charge.
Element x y z (Å)
C -0.9711 -1.3495 -1.0181  -0.9031
C -0.4504 -1.3647 0.4103  -0.0025
C 0.6381 -0.7467 0.8338  -0.7413
C 1.7181 0.0490 0.1476  0.0744
S 3.2018 -0.6015 -0.2050  -0.2180
S 1.2796 1.5558 -0.5075  -0.0083
C -0.2669 2.1422 0.3196  -0.7956
H -0.1930 -0.6719 -1.5333  0.2054
H -1.9067 -0.8367 -1.2254  0.2822
H -1.0070 -2.4161 -1.4302  0.2831
H -0.9747 -1.9215 1.0773  0.5041
H 0.9483 -0.6803 1.8789  0.4069
H -0.4878 1.6091 1.2796  0.2992
H -1.3199 2.0570 -0.3612  0.2204
H -0.2084 3.1757 0.3335  0.3931


Version y
C5H8S2 | ωB97M-V with the def2-TZVPD basis set

## Properties
E_HOMO (spin up / spin down) = -7.6391 / -7.2451 eV
gap between HOMO and LUMO (spin up / spin down) = 7.3180 / 6.1456 eV

Each line ends with the Mulliken charge.
Element x y z (Å)
C 0.1523 -1.0598 -0.1218  -0.2227
C 0.4129 -2.3012 -0.2683  -0.5963
C -0.6833 1.0561 -1.0129  -1.0587
C 0.4588 0.3649 -0.2004  0.7254
C 0.7082 0.9861 1.1586  -1.4067
S -2.5780 -0.7480 0.3148  -0.2043
S -2.1951 1.1707 0.0386  -0.0576
H -0.1033 -3.2431 -0.2619  0.3187
H 1.4389 -2.7732 -0.4111  0.2148
H -0.4293 2.0900 -1.2260  0.4174
H -0.9000 0.5455 -1.8910  0.4596
H 1.2959 0.4816 -0.9033  0.2856
H -0.0265 0.7154 1.8879  0.3878
H 0.8388 2.0884 1.2561  0.3430
H 1.6099 0.6266 1.6407  0.3939


Which of them is most stable, and which least? Most stable: version w; least stable: version y.


Version w
C4H5O3S | ωB97M-V with the def2-TZVPD basis set

## Properties
total charge = -1
E_HOMO = -4.1548 eV
gap between HOMO and LUMO = 7.7376 eV

Each line ends with the Mulliken charge.
Element x y z (Å)
C -2.4176 -0.4756 0.0494  -0.5403
C 0.4755 0.6955 1.0313  -0.4228
C -1.9767 -0.0906 1.2482  -0.0538
C -0.5574 0.0872 1.2596  -0.2135
O 2.7982 0.5433 0.1757  -0.5431
O 3.7288 -0.3651 -1.9785  -0.5882
O 1.1715 -0.5085 -1.3386  -0.5421
S 2.6586 0.4371 -1.2562  0.4024
H -3.5816 -0.5473 -0.0817  0.1929
H -1.6723 -0.7808 -0.7443  0.1891
H 1.5572 0.9285 0.7692  0.4890
H 0.4516 0.0046 -1.2093  0.2910
H -2.6357 0.0719 2.0751  0.3396


Version x
C4H5O3S | ωB97M-V with the def2-TZVPD basis set

## Properties
total charge = -1
E_HOMO (spin up / spin down) = -4.8655 / -5.0392 eV
gap between HOMO and LUMO (spin up / spin down) = 8.1877 / 8.4100 eV

Each line ends with the Mulliken charge.
Element x y z (Å)
C -2.4680 -0.6103 0.5474  -0.3586
C -0.0265 0.9733 -0.8013  -0.5534
C -1.3789 -1.1356 0.8955  -0.3124
C 0.6998 0.1395 -0.1248  0.0400
O 2.7202 -0.2391 1.3632  -0.6692
O 2.8048 1.4219 -0.5247  -0.6803
O 2.8103 -0.9423 -1.0617  -0.6561
S 2.4270 0.0537 -0.0674  1.1287
H -3.5197 -0.9124 0.6260  0.2482
H -2.4064 0.3326 -0.0784  0.0717
H 0.3067 1.8919 -1.2301  0.3186
H -1.1046 0.9535 -0.9149  0.0690
H -0.8648 -1.9267 1.3713  0.3538


Which of them is most stable, and which least? Most stable: version w; least stable: version x.


Version w
C23H29N3O3 | ωB97M-V with the def2-TZVPD basis set

## Properties
E_HOMO = -7.6421 eV
gap between HOMO and LUMO = 8.2104 eV

Each line ends with the Mulliken charge.
Element x y z (Å)
C -2.5345 1.3700 8.9458  -1.0389
C -1.2957 2.2184 8.6707  -0.4279
O -0.3410 1.5487 7.8745  -0.4644
C -0.5558 1.4092 6.5338  0.6422
C -1.5941 1.9819 5.8085  -0.2199
C -1.6942 1.7834 4.4426  -0.8763
C -0.7592 1.0069 3.7699  0.5145
N -0.8141 0.7608 2.3955  -0.1243
C -1.6999 1.2369 1.4696  0.7429
O -2.5947 2.0220 1.7219  -0.6782
C -1.4668 0.7284 0.0921  0.4961
C -0.8861 -0.5037 -0.1988  -1.1322
C -0.7234 -0.9248 -1.5032  -0.6546
C -1.1410 -0.1183 -2.5634  1.1657
N -0.9449 -0.4642 -3.8846  -0.2199
C -0.6347 -1.8162 -4.2964  -1.0663
C 0.7722 -2.2958 -3.9046  0.9201
O 0.8954 -3.3243 -3.2614  -0.6926
N 1.8287 -1.5594 -4.3006  0.0977
C 1.7562 -0.4347 -5.2056  -0.9170
C 1.9102 -0.8842 -6.6657  -0.6110
C 3.3599 -0.9315 -7.1617  -0.7854
C 4.3951 -1.3876 -6.1265  -0.5930
C 3.9379 -2.5250 -5.2118  -0.6909
C 3.1588 -2.0411 -3.9862  -0.9527
C -1.7424 1.1113 -2.2716  -0.6133
C -1.9059 1.5202 -0.9696  -0.9568
C 0.2849 0.4342 4.4971  -0.5885
C 0.3848 0.6316 5.8556  -0.6888
H -3.0542 1.1314 8.0211  0.3442
H -2.2434 0.4388 9.4254  0.3002
H -3.2108 1.9103 9.6026  0.3507
H -1.5736 3.1789 8.2191  0.3335
H -0.7702 2.4208 9.6086  0.3110
H -2.3404 2.5950 6.2883  0.3406
H -2.5027 2.2340 3.8922  0.5034
H -0.0716 0.1700 2.0495  0.1198
H -0.5862 -1.1764 0.5929  0.3786
H -0.2809 -1.8883 -1.6925  0.4734
H -1.5380 0.0450 -4.5245  0.2193
H -1.3291 -2.5463 -3.8567  0.3139
H -0.7235 -1.8720 -5.3841  0.4913
H 2.5496 0.2679 -4.9409  0.5683
H 0.8040 0.0733 -5.0607  0.3011
H 1.4583 -1.8738 -6.7607  0.3516
H 1.3487 -0.2086 -7.3138  0.3991
H 3.6517 0.0613 -7.5117  0.2977
H 3.3977 -1.6000 -8.0243  0.3527
H 4.6932 -0.5409 -5.5039  0.3032
H 5.2869 -1.7047 -6.6712  0.3599
H 3.3352 -3.2437 -5.7680  0.3237
H 4.8195 -3.0520 -4.8420  0.3960
H 3.0330 -2.8677 -3.2842  0.4608
H 3.7144 -1.2371 -3.4908  0.3569
H -2.0852 1.7378 -3.0836  0.3187
H -2.3804 2.4629 -0.7431  0.4193
H 1.0228 -0.1724 3.9899  0.3151
H 1.1907 0.1920 6.4216  0.4096


Version x
C23H29N3O3 | ωB97M-V with the def2-TZVPD basis set

## Properties
E_HOMO = -7.9983 eV
gap between HOMO and LUMO = 8.3665 eV

Each line ends with the Mulliken charge.
Element x y z (Å)
C -4.6044 -0.8378 2.2099  -1.7540
H -5.1641 -0.2472 1.5033  0.2854
H -4.8178 -1.7855 2.0561  0.4886
H -4.6884 -0.5244 3.1250  0.5549
C -3.1777 -0.8675 1.5107  -0.7548
N -2.9573 -1.2644 0.3738  0.6467
C -3.1627 -2.7481 0.3621  -0.8812
H -4.1321 -2.8570 -0.1981  0.2349
C -2.1812 -3.2256 -0.9272  -1.6205
H -2.2168 -2.8269 -1.8170  0.5409
H -2.4488 -4.1060 -0.9131  0.7695
C -0.7694 -3.0483 -0.5123  -0.7997
N -0.1922 -1.9559 -0.5759  0.3791
C 0.9610 -1.3359 -1.0156  0.3727
O 1.6957 -2.2355 -1.6851  -0.7809
C 1.1633 0.0442 -0.9125  -0.7541
H 2.1757 0.0693 -1.5762  0.1084
H 0.3779 0.5800 -1.4133  0.6224
C 1.5711 0.6946 0.3341  1.2863
C 1.8315 2.1082 0.4129  -0.2640
O 1.0086 2.9624 0.2180  -0.6033
N 3.0678 2.3510 0.2724  -0.0863
C 4.1210 1.3364 0.2311  1.0681
C 5.3793 1.4640 -0.0383  -0.8089
C 6.3651 0.5532 -0.3500  0.7312
C 6.0309 -0.8175 0.3896  -0.7938
C 4.6445 -1.2301 0.7813  -0.8734
C 3.7496 0.1434 0.6357  0.2969
O 2.3412 -0.2400 1.1893  -0.5052
H 4.3379 -2.0348 1.2395  0.6068
H 6.6665 -1.5392 0.4386  0.5262
C 7.7617 0.5798 -0.6391  -1.8960
H 8.3164 -0.2997 -0.7059  0.4054
H 8.3166 0.9703 0.2705  0.3252
H 7.8181 1.1738 -1.3901  0.5673
H 5.7870 2.5816 -0.5554  -0.0439
H 3.5394 3.2065 -0.2159  0.3158
H 0.5488 0.5249 1.2574  0.0818
H -0.9032 -1.0616 -0.0814  -0.2401
H -0.1366 -3.5936 -0.9836  0.8655
H -0.4643 -3.6113 0.7686  0.1876
H -3.0015 -3.0006 1.4069  0.5697
C -3.7229 -0.5134 -0.7046  -1.5586
C -3.5929 0.8860 -0.5942  0.5811
C -4.7951 1.8676 -0.7695  -1.2605
C -4.4556 3.1212 -0.6157  -0.3054
C -3.3041 3.6941 -0.3790  -0.5489
C -2.1039 2.8897 -0.3041  0.5803
C -2.2923 1.7530 -0.5522  -0.5563
H -1.5522 1.1335 -0.3334  0.0238
H -1.2449 3.5457 -0.2418  0.4055
H -3.3044 4.9217 -0.3927  0.1423
H -5.3256 3.8390 -0.7665  0.1994
H -5.5859 1.2495 -0.7373  0.5860
H -4.5679 -0.8436 -0.6498  1.1385
H -3.1315 -0.6760 -1.4777  0.3878
H -2.9517 0.3056 1.6301  0.1805
H -2.6269 -1.2227 2.4073  0.6273


Which of them is most stable, and which least? Most stable: version w; least stable: version x.


Version w
C2H3OPS | ωB97M-V with the def2-TZVPD basis set

## Properties
E_HOMO = -9.3958 eV
gap between HOMO and LUMO = 9.0430 eV

Each line ends with the Mulliken charge.
Element x y z (Å)
C -0.9055 2.2144 -0.0383  -0.1609
C 1.0099 -0.6180 0.3368  -0.4765
O 2.1901 1.5723 0.8607  -0.5085
P 0.2878 3.1999 0.0198  -0.2495
S 1.7523 0.3048 1.4532  0.3636
H 0.6359 -1.5727 0.6565  0.2876
H 0.8913 -0.3409 -0.6950  0.3117
H -1.7384 1.5668 -0.0871  0.4325


Version x
C2H3OPS | ωB97M-V with the def2-TZVPD basis set

## Properties
E_HOMO (spin up / spin down) = -9.1863 / -9.1644 eV
gap between HOMO and LUMO (spin up / spin down) = 7.0028 / 6.8631 eV

Each line ends with the Mulliken charge.
Element x y z (Å)
C -1.7751 0.5020 -0.1728  -0.6276
C -1.3655 -0.5991 -0.3852  -0.0880
O 1.7713 -1.3013 0.7086  -0.4445
P 1.4393 1.5107 0.1085  0.0017
S 2.2346 -0.3049 -0.2715  0.3037
H -2.1388 1.4334 0.1530  0.4106
H -0.8798 -2.3182 -1.3582  0.3340
H 0.7140 1.0774 1.2176  0.1101


Which of them is most stable, and which least? Most stable: version w; least stable: version x.